Entry 1:
The following is a quantum chemistry calculation of C7H14N2S in the gas phase in a non-equilibrium geometry, from the Open Molecules 2025 dataset.

Geometry as XYZ:
```
24
Properties=species:S:1:pos:R:3:forces:R:3:nbo_charge:R:1
S 2.10593 -0.46005 -3.48705 0.7 0.1 -0.1 -0.026
N 0.56055 -0.26822 -0.76262 0.0 0.4 -0.1 -0.649
N -1.35904 -0.12242 -2.16812 0.1 -0.5 -0.7 -0.705
C -1.21697 -0.10609 1.01384 -1.0 -2.1 -0.9 -0.438
C -0.16835 -0.50744 -1.92871 -0.4 1.0 0.5 0.435
C 0.56984 -1.24500 -3.01259 -1.0 0.0 -0.6 -0.587
C -0.05115 0.57126 0.30726 1.0 0.3 0.0 -0.059
C -0.94530 -0.24861 2.52923 0.1 0.1 0.5 -0.405
C 0.15742 0.84390 2.77245 0.0 -1.3 -0.6 -0.402
C 0.96773 0.69958 1.46536 0.5 1.0 -0.2 -0.407
H -0.36005 1.80064 2.79404 0.1 0.2 0.1 0.199
H 1.56108 0.63582 -4.03180 -0.1 0.0 0.0 0.127
H -1.86343 -0.05179 3.10258 0.3 0.0 -0.1 0.211
H 1.51318 0.01804 -1.03268 -0.5 -0.3 0.5 0.398
H 0.79575 -2.25321 -2.68010 0.2 -0.1 0.0 0.242
H -0.31420 1.57114 -0.12919 0.1 -0.6 0.5 0.187
H 1.63480 1.55620 1.28093 0.0 -0.3 0.2 0.209
H -1.23734 -1.15003 0.58500 -0.4 1.0 0.3 0.229
H -1.77990 0.43817 -1.44447 0.0 0.0 0.4 0.337
H -2.19983 0.34898 0.78460 0.5 -0.1 0.2 0.214
H -0.08635 -1.28472 -3.90409 0.3 -0.1 0.7 0.253
H 1.57877 -0.21320 1.48245 -0.2 0.2 0.1 0.212
H 0.79736 0.73920 3.67031 -0.5 0.0 -0.4 0.219
H -0.66051 -1.31217 2.79337 0.1 1.3 -0.3 0.207
```
Positions in Å, forces in eV/Å.

## Properties
ΔE to the lowest compared entry with this formula, charge and spin in kJ/mol: 52.3
HOMO energy in eV: -9.2
Net charge: 0
DFT total energy in Eh: -782.8113
Orbital gap in eV: 10.026
F_max in eV/A: 2.5
Lowest unoccupied orbital energy in eV: 0.818

Entry 2:
The following is a quantum chemistry calculation of C3H6N2O in the gas phase, from the Open Molecules 2025 dataset.

Geometry as XYZ:
```
12
Properties=species:S:1:pos:R:3:forces:R:3:nbo_charge:R:1
O 0.14464 2.90999 -1.14249 -0.1 -0.2 0.3 -0.563
N -0.33647 -1.28979 0.80985 0.0 0.4 0.0 -0.440
N -0.01307 0.82270 -0.24616 0.0 -0.1 -0.2 -0.650
C -0.04132 -1.99141 -0.42841 0.0 -0.1 -0.1 -0.467
C -0.09782 2.19588 -0.19963 0.0 0.0 -0.1 0.543
C -0.32072 -0.02538 0.81656 -0.1 -0.2 0.1 0.273
H -0.78825 -1.75942 -1.20310 0.1 -0.1 0.1 0.193
H 0.24797 0.42985 -1.14180 0.0 0.0 0.1 0.415
H 0.95812 -1.76212 -0.83194 -0.2 0.0 0.1 0.187
H -0.58749 0.50062 1.73639 0.1 0.0 -0.2 0.177
H -0.41413 2.57075 0.79140 0.1 0.0 -0.1 0.116
H -0.07978 -3.06602 -0.23140 0.0 0.2 -0.1 0.215
```
Positions in Å, forces in eV/Å.

## Properties
ΔE to the lowest compared entry with this formula, charge and spin in kJ/mol: 98.3
HOMO energy in eV: -9.9
Net charge: 0
DFT total energy in Eh: -302.6556
Orbital gap in eV: 10.823
F_max in eV/A: 0.4
Lowest unoccupied orbital energy in eV: 0.874

Entry 3:
The following is a quantum chemistry calculation of a molecular structure, C2H6N2O2 in a non-equilibrium geometry, from the Open Molecules 2025 dataset.

Geometry as XYZ:
```
12
Properties=species:S:1:pos:R:3:forces:R:3:nbo_charge:R:1
O -1.70305 -0.53396 0.88194 1.6 0.1 -1.1 -0.579
O 1.78632 -0.65294 1.01238 3.1 -0.2 -1.0 -0.589
N -1.12593 0.88757 -1.28311 -8.6 5.0 3.3 -0.795
N 0.48888 -1.13296 1.10186 -0.6 -2.9 3.0 -0.356
C -0.08411 0.60771 -0.55918 4.5 -7.0 0.2 -0.252
C -0.56015 -0.39487 0.45830 0.3 -1.3 3.8 0.635
H -1.90289 1.91381 -1.02334 3.6 -4.2 -0.3 0.350
H -1.11765 0.99014 -2.16356 0.8 0.5 -8.1 0.357
H 0.30350 1.36429 -0.06431 2.6 3.6 2.5 0.198
H 0.31232 -1.73156 2.20566 0.3 2.7 -4.7 0.384
H 0.99913 -0.11486 -1.07197 -3.5 2.7 0.8 0.178
H 2.60364 -1.20237 0.50532 -4.1 1.0 1.6 0.469
```
Positions in Å, forces in eV/Å.

## Properties
ΔE to the lowest compared entry with this formula, charge and spin in kJ/mol: 736.5
HOMO energy in eV: -9.1
Net charge: 0
DFT total energy in Eh: -339.5521
Orbital gap in eV: 9.550
F_max in eV/A: 10.5
Lowest unoccupied orbital energy in eV: 0.489

Entry 4:
The following is a quantum chemistry calculation of CHCl2NO2 in the gas phase in a non-equilibrium geometry, from the Open Molecules 2025 dataset.

Geometry as XYZ:
```
7
Properties=species:S:1:pos:R:3:forces:R:3:nbo_charge:R:1
Cl -1.51829 -0.58728 -1.12817 -0.3 -0.3 -0.5 0.153
Cl 1.43368 -0.53519 -1.30622 -0.9 -0.5 0.3 0.064
O 0.03128 1.75774 -0.09625 0.9 4.8 -4.0 -0.376
O 0.09609 0.62288 1.73355 1.4 -1.9 6.1 -0.222
N -0.04577 0.78550 0.56289 -2.9 -2.6 -2.2 0.305
C -0.04119 -0.64070 -0.31832 1.9 -0.6 2.2 -0.194
H 0.04419 -1.40294 0.55252 -0.2 1.1 -2.0 0.269
```
Positions in Å, forces in eV/Å.

## Properties
ΔE to the lowest compared entry with this formula, charge and spin in kJ/mol: 241.0
HOMO energy (alpha / beta) in eV: -7.1 / -10.8
Spin multiplicity: 3
Net charge: 0
DFT total energy in Eh: -1164.0518
Orbital gap (alpha / beta) in eV: 7.652 / 6.845
F_max in eV/A: 6.6
Lowest unoccupied orbital energy (alpha / beta) in eV: 0.575 / -3.910

Entry 5:
The following is a quantum chemistry calculation of a molecular structure, C27H36BrCl5N6O6PS2Tl, from the Open Molecules 2025 dataset.

Geometry as XYZ:
```
85
Properties=species:S:1:pos:R:3:forces:R:3:lowdin_charge:R:1
Tl -1.00105 0.10735 -1.16458 -0.1 0.1 0.1 0.907
Br -2.27302 -3.05642 -6.90581 0.0 0.0 0.0 0.684
Cl 0.70681 4.12581 -5.42813 0.0 0.0 0.0 0.643
Cl -0.17525 3.42076 -0.15549 0.0 0.0 -0.1 0.685
Cl 1.28790 6.12379 0.45464 0.0 0.0 0.0 0.617
Cl 2.21938 6.81402 -4.82349 0.0 0.0 0.0 0.606
Cl 2.49050 7.83649 -1.87372 0.0 0.0 0.0 0.578
S -1.52380 -2.83228 -0.51973 -0.3 -0.4 -0.6 0.167
S 2.31282 0.05755 -1.73625 0.0 0.0 -0.2 0.572
P -0.82694 0.42315 2.87851 0.0 -0.1 0.5 0.566
O -1.77174 -4.21480 -0.10313 0.1 0.1 0.0 -0.384
O -0.35506 2.82692 -3.03390 0.0 0.0 0.0 -0.138
O -0.46485 -2.19744 0.32434 0.2 0.2 -0.2 -0.495
O -1.20007 1.01960 1.57915 -0.1 0.1 -0.2 -0.398
O -2.75374 -2.00702 -0.43378 0.0 0.1 0.0 -0.467
O -1.01729 -2.76455 -1.93989 0.0 0.0 0.3 -0.472
N 0.79548 0.07981 3.05508 0.1 0.3 -0.2 -0.181
N 3.16645 -1.63719 -3.57710 -0.1 -0.1 0.0 0.003
N -0.81439 -0.37619 -4.14543 0.0 -0.1 -0.1 0.058
N -1.19590 1.53424 4.09555 -0.2 -0.2 -0.1 -0.180
N -1.59512 -0.99032 3.30241 0.0 0.0 -0.6 -0.175
N 1.71938 -2.52913 -2.01271 -0.1 0.1 -0.4 0.027
C 0.25821 3.87992 -2.77967 0.0 0.0 -0.1 -0.537
C 1.11515 5.57234 -1.18517 0.0 0.0 -0.1 -0.710
C 3.00961 -2.71625 -4.55228 0.0 0.0 0.0 -0.195
C -1.38879 1.10245 5.48328 0.0 0.1 -0.1 -0.230
C -2.16489 2.60280 3.75126 0.1 0.0 0.1 -0.193
C 1.78796 -3.55391 -4.21786 0.0 0.1 0.0 -0.160
C -0.89412 -2.29815 3.25912 -0.1 0.0 0.2 -0.205
C 3.02908 -0.04910 2.20275 -0.1 0.0 0.1 -0.158
C 0.86176 4.70531 -3.79833 0.0 0.0 0.0 -0.609
C -1.27192 -1.66991 -6.07053 0.0 0.0 0.0 -0.682
C 1.64348 0.82731 3.98084 0.0 -0.1 -0.1 -0.221
C -2.83927 2.94024 5.08278 0.0 -0.1 0.0 -0.184
C -2.02582 -3.25694 3.59426 0.0 0.0 -0.1 -0.175
C 0.41492 -0.00357 -6.15376 0.0 0.0 0.0 -0.062
C 2.37578 -1.45919 -2.47898 0.0 -0.1 0.1 -0.850
C -2.94234 -1.19116 2.68344 0.1 -0.1 0.2 -0.172
C 0.12421 0.27810 -4.82301 0.0 0.1 0.0 -0.139
C 1.54956 -0.03909 1.77150 0.0 -0.1 0.2 -0.198
C 1.79003 -3.80054 -2.71984 0.0 0.1 0.1 -0.170
C -0.30444 -0.99761 -6.79634 0.0 0.0 0.0 -0.141
C -2.77143 1.62504 5.86130 0.0 0.0 0.0 -0.184
C 1.52773 5.88560 -3.52657 0.0 0.0 0.1 -0.721
C 3.01228 0.20399 3.72401 0.0 0.0 -0.1 -0.181
C -1.50590 -1.34318 -4.74436 0.1 0.0 0.1 -0.180
C 1.65927 6.34881 -2.21595 0.0 0.0 0.0 -0.744
C 0.45102 4.38869 -1.44362 0.1 0.1 0.1 -0.599
C -3.17968 -2.71394 2.74072 0.2 0.1 0.0 -0.160
H 2.91496 -2.28435 -5.55112 0.0 0.1 0.0 0.106
H 3.59816 -0.77996 -3.87653 0.0 0.0 0.0 0.096
H 1.17612 0.56025 -6.67851 0.0 0.0 0.0 0.101
H -3.85669 3.30564 4.94002 0.0 0.0 0.0 0.101
H 1.31236 0.69785 5.01133 0.0 0.0 0.0 0.095
H -0.12508 -1.24622 -7.83427 0.0 0.0 0.0 0.093
H 1.80252 -4.48919 -4.78008 0.0 0.0 0.0 0.112
H -2.89138 2.25081 3.01733 0.0 0.0 0.0 0.106
H 3.90432 -3.34908 -4.54875 0.0 0.0 0.0 0.104
H 1.23961 -0.93389 1.23296 0.0 0.0 0.0 0.085
H -4.16006 -2.96280 3.14878 0.0 0.0 0.0 0.097
H 1.65600 1.90222 3.75483 0.0 0.0 0.0 0.119
H -0.07092 -2.30885 3.97280 0.0 0.0 0.1 0.102
H 3.50930 -0.99655 1.95952 0.0 0.0 0.0 0.102
H 1.34645 0.81775 1.12488 0.0 0.0 0.0 0.072
H 2.70758 -4.32774 -2.43572 0.0 0.0 0.0 0.117
H 0.93121 -4.38608 -2.40116 0.0 0.0 0.0 0.119
H -1.77316 -4.28802 3.34171 0.0 0.0 0.0 0.107
H -1.31092 0.01718 5.55630 0.0 0.0 0.0 0.103
H -2.22965 -1.87277 -4.13412 0.0 0.0 0.0 0.110
H 3.07697 -0.74297 4.26489 0.0 0.0 0.0 0.101
H -2.26750 -3.19419 4.66047 0.0 0.0 0.1 0.094
H -3.10191 -3.11221 1.72861 -0.1 0.0 0.1 0.076
H -0.51650 -2.51134 2.25609 0.0 0.0 0.1 0.080
H -1.65716 3.46162 3.31197 0.0 0.0 0.0 0.110
H -3.68861 -0.62474 3.24945 0.0 0.0 0.0 0.098
H 3.82823 0.84787 4.05879 0.0 0.0 0.0 0.097
H -2.26909 3.70854 5.61276 0.0 0.0 0.0 0.104
H -3.53935 0.93250 5.50592 0.0 0.0 0.0 0.105
H -2.95582 -0.86114 1.64547 0.0 0.0 0.0 0.083
H 3.57082 0.73963 1.68091 0.0 0.0 0.0 0.100
H 0.79080 -2.36779 -1.58953 0.3 0.0 0.2 0.065
H -0.63056 1.55235 6.13848 0.0 0.0 0.0 0.100
H 0.87907 -3.00779 -4.46975 -0.1 0.0 0.0 0.106
H 0.63670 1.06420 -4.27895 0.0 0.0 0.0 0.075
H -2.88876 1.75703 6.93864 0.0 0.0 0.0 0.099
```
Positions in Å, forces in eV/Å.

## Properties
ΔE to the lowest compared entry with this formula, charge and spin in kJ/mol: 84.8
HOMO energy in eV: -2.5
Net charge: -2
DFT total energy in Eh: -8015.9041
Orbital gap in eV: 6.274
F_max in eV/A: 0.8
Lowest unoccupied orbital energy in eV: 3.774

Entry 6:
The following is a quantum chemistry calculation of 2 unconnected molecules or ions with the total composition C4H16N6 in a non-equilibrium geometry, from the Open Molecules 2025 dataset.

Geometry as XYZ:
```
26
Properties=species:S:1:pos:R:3:forces:R:3:nbo_charge:R:1
N -1.43993 -0.77660 1.93214 0.7 1.9 1.8 -0.786
N 2.35137 0.65910 -1.22191 -1.4 -2.8 -3.9 -0.552
N -2.75037 0.67238 0.55898 -0.2 -0.4 -0.7 -0.581
N 1.26406 -1.03507 -2.49046 -2.0 -0.8 -2.6 -0.801
N 2.66939 -1.65582 -0.83821 3.3 -0.3 1.6 -0.825
N -1.95973 1.53074 2.47072 3.1 -3.4 4.1 -0.750
C 2.15736 -0.66213 -1.55586 -1.8 1.5 -0.2 0.674
C -2.07099 0.41644 1.71883 -0.7 2.5 -2.0 0.676
C -3.12763 -0.44638 -0.36308 1.8 0.9 0.1 -0.436
C 3.01718 1.15823 -0.12508 0.7 2.0 3.2 -0.433
H 0.92175 -2.06346 -2.66143 1.7 2.7 0.7 0.447
H -3.83020 -1.06931 0.17776 0.3 -0.7 -0.3 0.233
H 3.67090 0.51718 0.50789 0.0 0.4 -1.2 0.241
H 3.41944 2.10846 -0.52798 0.8 -0.6 1.1 0.240
H 2.24272 1.45549 0.60265 0.2 0.1 0.0 0.204
H -3.63958 0.03043 -1.15258 -0.9 0.4 -0.8 0.240
H 2.12346 -2.57455 -0.76622 2.0 1.8 -0.3 0.453
H -2.20729 -0.87183 -0.90655 -1.4 0.0 1.4 0.216
H -1.41938 1.48144 3.46186 -1.9 0.5 -3.4 0.451
H -2.27652 2.37618 2.09507 -0.4 1.4 -0.1 0.425
H -3.11114 1.64421 0.22549 1.0 -2.4 1.6 0.450
H -1.90835 -1.62905 1.75194 -0.6 -0.7 -0.5 0.433
H 3.77510 -1.47986 -0.59702 -4.0 -1.4 -0.3 0.470
H 0.93148 -0.42697 -3.29583 0.7 -0.7 1.9 0.444
H 2.03448 1.47820 -1.78616 0.0 -1.9 -0.1 0.439
H -0.83756 -0.83745 2.78508 -1.0 0.2 -1.0 0.430
```
Positions in Å, forces in eV/Å.

## Properties
ΔE to the lowest compared entry with this formula, charge and spin in kJ/mol: 252.6
HOMO energy in eV: -16.8
Net charge: +2
DFT total energy in Eh: -489.9507
Orbital gap in eV: 10.810
F_max in eV/A: 6.2
Lowest unoccupied orbital energy in eV: -5.978